Computed, not measured: a cluster of 8 separate species, C61H72FN9OS2 in total in a non-equilibrium geometry, with wB97M-V/def2-TZVPD.

Geometry (Å):
C1 -1.288 -5.761 0.830
C2 -1.063 -6.485 -0.489
S1 -1.269 -5.350 -1.882
C3 0.002 -5.952 -3.083
C4 1.091 -4.921 -3.164
C5 2.212 -5.137 -2.351
C6 3.247 -4.216 -2.303
C7 3.173 -3.083 -3.098
C8 2.082 -2.859 -3.940
C9 1.021 -3.783 -3.975
C10 -0.174 -3.499 -4.854
C11 -1.031 -2.343 -4.303
F1 -2.238 -2.795 -3.818
N1 2.060 -1.690 -4.729
C12 2.319 -0.498 -4.017
C13 1.477 0.602 -4.154
C14 1.728 1.731 -3.394
C15 2.791 1.818 -2.494
C16 3.021 3.032 -1.618
C17 1.792 3.914 -1.382
C18 0.827 3.335 -0.334
C19 -0.438 2.682 -0.891
C20 -1.358 3.670 -1.630
C21 -1.630 3.388 -3.112
C22 -1.954 1.935 -3.446
C23 -3.162 1.398 -2.708
O1 -4.188 2.369 -2.678
C24 -5.167 2.014 -1.700
C25 3.667 0.724 -2.405
N2 4.810 0.716 -1.567
C26 3.417 -0.422 -3.164
S2 4.461 -1.856 -3.074
H1 -2.228 -5.216 0.801
H2 -1.286 -6.466 1.651
H3 -0.475 -5.050 0.969
H4 -0.058 -6.901 -0.525
H5 -1.763 -7.316 -0.550
H6 0.382 -6.873 -2.667
H7 -0.509 -6.113 -4.021
H8 2.276 -6.011 -1.719
H9 4.110 -4.344 -1.671
H10 -0.781 -4.384 -4.977
H11 0.156 -3.206 -5.851
H12 -1.213 -1.572 -5.051
H13 -0.512 -1.866 -3.472
H14 1.207 -1.623 -5.257
H15 0.646 0.545 -4.840
H16 1.061 2.573 -3.486
H17 3.276 2.633 -0.635
H18 3.879 3.613 -1.956
H19 1.281 4.175 -2.305
H20 2.174 4.852 -0.984
H21 0.504 4.158 0.307
H22 1.354 2.648 0.327
H23 -1.000 2.275 -0.049
H24 -0.139 1.842 -1.513
H25 -2.303 3.786 -1.107
H26 -0.878 4.650 -1.580
H27 -2.513 3.961 -3.384
H28 -0.835 3.753 -3.760
H29 -2.174 1.895 -4.515
H30 -1.099 1.279 -3.303
H31 -3.545 0.529 -3.256
H32 -2.919 1.050 -1.698
H33 -6.034 2.632 -1.876
H34 -5.406 0.958 -1.823
H35 -4.748 2.189 -0.709
H36 4.683 0.138 -0.747
H37 5.071 1.649 -1.289
C27 1.850 -10.196 2.341
C28 0.554 -10.683 2.324
C29 -0.491 -9.781 2.457
N3 -0.320 -8.468 2.605
C30 0.933 -8.017 2.620
C31 2.047 -8.833 2.491
H38 2.693 -10.867 2.238
H39 0.353 -11.739 2.209
H40 -1.521 -10.121 2.445
H41 1.043 -6.945 2.741
H42 3.041 -8.408 2.509
C32 3.754 8.483 0.978
C33 3.916 9.192 -0.201
C34 2.977 9.021 -1.208
N4 1.927 8.208 -1.109
C35 1.787 7.534 0.031
C36 2.666 7.635 1.099
H43 4.461 8.586 1.792
H44 4.751 9.865 -0.340
H45 3.066 9.559 -2.146
H46 0.923 6.879 0.083
H47 2.501 7.062 2.002
C37 4.022 -10.516 -3.816
C38 2.698 -10.916 -3.893
C39 1.715 -9.939 -3.915
N5 1.971 -8.633 -3.863
C40 3.249 -8.264 -3.788
C41 4.306 -9.161 -3.763
H48 4.819 -11.248 -3.799
H49 2.430 -11.963 -3.937
H50 0.666 -10.210 -3.978
H51 3.427 -7.195 -3.747
H52 5.325 -8.804 -3.705
C42 -8.797 2.520 2.859
C43 -8.887 3.462 1.845
C44 -8.231 3.208 0.650
N6 -7.522 2.105 0.422
C45 -7.447 1.210 1.403
C46 -8.059 1.368 2.637
H53 -9.293 2.683 3.807
H54 -9.449 4.376 1.978
H55 -8.271 3.921 -0.167
H56 -6.859 0.326 1.179
H57 -7.962 0.608 3.400
C47 -2.818 -0.173 1.851
C48 -3.992 0.434 2.269
C49 -4.440 0.186 3.557
N7 -3.805 -0.605 4.423
C50 -2.679 -1.182 4.003
C51 -2.146 -1.001 2.735
H58 -2.434 -0.004 0.852
H59 -4.548 1.086 1.610
H60 -5.354 0.643 3.922
H61 -2.185 -1.825 4.724
H62 -1.227 -1.496 2.451
C52 4.753 9.830 6.496
C53 5.439 10.381 5.427
C54 5.717 9.572 4.336
N8 5.366 8.290 4.257
C55 4.708 7.776 5.295
C56 4.378 8.498 6.431
H63 4.515 10.428 7.367
H64 5.752 11.416 5.436
H65 6.250 9.967 3.478
H66 4.437 6.729 5.206
H67 3.841 8.026 7.243
C57 -1.584 2.283 4.700
C58 -0.788 3.417 4.674
C59 -0.687 4.177 5.830
N9 -1.315 3.881 6.966
C60 -2.078 2.788 6.971
C61 -2.245 1.957 5.872
H68 -1.689 1.663 3.819
H69 -0.256 3.709 3.778
H70 -0.073 5.071 5.853
H71 -2.580 2.573 7.908
H72 -2.876 1.083 5.935

Results
gap between HOMO and LUMO = 7.9 eV
spin multiplicity = 1
LUMO energy = 0.437 eV


Computed, not measured: a structure of composition C61H74AsBN10O4S2W in a non-equilibrium geometry, with wB97M-V/def2-TZVPD.

Geometry (Å):
W1 -0.261 -0.421 -0.632
C1 2.566 2.525 -0.135
C2 3.183 1.564 0.857
C3 4.603 1.219 0.369
C4 2.502 0.279 1.295
C5 3.110 -0.350 2.381
C6 2.500 -1.567 2.531
C7 2.933 -2.643 3.482
C8 2.904 -2.134 4.925
C9 4.345 -3.111 3.115
N1 1.524 -1.637 1.613
N2 1.488 -0.492 0.846
B1 0.545 -2.797 1.359
N3 -0.892 -2.322 1.690
N4 -1.453 -1.307 0.966
C10 -2.669 -1.064 1.489
C11 -2.866 -1.925 2.566
C12 -1.731 -2.697 2.676
C13 -1.526 -3.693 3.791
C14 -0.333 -3.370 4.688
C15 -1.505 -5.166 3.382
C16 -3.695 -0.063 1.031
C17 -4.764 -0.715 0.147
C18 -4.403 0.576 2.228
N5 0.728 -3.253 -0.103
N6 0.481 -2.405 -1.156
C19 0.746 -3.080 -2.292
C20 1.220 -4.342 -1.944
C21 1.179 -4.432 -0.577
C22 1.499 -5.710 0.154
C23 2.508 -5.612 1.295
C24 0.216 -6.439 0.552
C25 0.451 -2.768 -3.748
C26 1.467 -3.482 -4.651
C27 0.323 -1.338 -4.245
H1 2.883 3.542 0.109
H2 2.943 2.308 -1.125
H3 1.486 2.490 -0.185
H4 3.299 2.098 1.804
H5 4.550 0.555 -0.495
H6 5.118 2.135 0.073
H7 5.198 0.723 1.134
H8 3.950 0.027 2.938
H9 2.260 -3.492 3.395
H10 3.647 -1.348 5.068
H11 1.929 -1.723 5.189
H12 3.137 -2.943 5.619
H13 5.067 -2.312 3.293
H14 4.633 -3.970 3.723
H15 4.412 -3.390 2.065
H16 0.781 -3.715 2.073
H17 -3.727 -1.973 3.210
H18 -2.426 -3.546 4.395
H19 0.600 -3.659 4.210
H20 -0.277 -2.307 4.917
H21 -0.409 -3.919 5.628
H22 -0.492 -5.485 3.137
H23 -1.847 -5.785 4.213
H24 -2.151 -5.364 2.527
H25 -3.194 0.711 0.452
H26 -5.295 -1.488 0.707
H27 -5.490 0.040 -0.159
H28 -4.335 -1.168 -0.741
H29 -4.991 -0.162 2.778
H30 -3.717 1.042 2.934
H31 -5.095 1.339 1.868
H32 1.519 -5.129 -2.612
H33 1.977 -6.315 -0.622
H34 2.059 -5.231 2.210
H35 2.907 -6.603 1.514
H36 3.341 -4.965 1.025
H37 -0.392 -5.816 1.203
H38 -0.381 -6.675 -0.329
H39 0.445 -7.370 1.074
H40 -0.523 -3.247 -3.901
H41 2.486 -3.201 -4.376
H42 1.388 -4.567 -4.612
H43 1.302 -3.181 -5.686
H44 1.302 -0.933 -4.489
H45 -0.256 -1.347 -5.170
H46 -0.171 -0.667 -3.553
S1 -2.064 -1.902 -1.791
C28 -2.872 -1.018 -3.034
C29 -3.623 -1.624 -4.036
C30 -4.242 -0.851 -5.011
C31 -5.005 -1.502 -6.040
N7 -5.600 -2.039 -6.863
C32 -4.108 0.545 -4.989
C33 -3.362 1.148 -3.983
C34 -2.753 0.373 -3.005
S2 -1.881 1.100 -1.689
C35 -4.717 1.369 -5.995
N8 -5.186 2.054 -6.790
H47 -3.727 -2.701 -4.063
H48 -3.252 2.224 -3.970
O1 -0.524 1.343 0.727
As1 -0.952 2.740 1.517
C36 -2.419 3.642 0.691
C37 -2.242 4.059 -0.627
C38 -3.262 4.750 -1.262
C39 -4.446 5.018 -0.589
C40 -4.616 4.605 0.724
C41 -3.599 3.919 1.372
C42 -1.305 2.285 3.335
C43 -1.014 1.003 3.783
C44 -1.212 0.700 5.124
C45 -1.692 1.664 5.997
C46 -1.961 2.949 5.545
C47 -1.757 3.267 4.213
C48 0.420 4.073 1.729
C49 0.431 5.239 0.971
C50 1.424 6.185 1.183
C51 2.393 5.971 2.152
C52 2.368 4.817 2.922
C53 1.379 3.869 2.716
H49 -1.330 3.831 -1.165
H50 -3.134 5.066 -2.289
H51 -5.244 5.548 -1.093
H52 -5.542 4.811 1.244
H53 -3.741 3.584 2.391
H54 -0.641 0.258 3.087
H55 -0.999 -0.294 5.489
H56 -1.850 1.416 7.038
H57 -2.322 3.704 6.232
H58 -1.937 4.278 3.865
H59 -0.320 5.412 0.214
H60 1.439 7.088 0.587
H61 3.166 6.711 2.314
H62 3.119 4.654 3.684
H63 1.361 2.968 3.319
C54 2.652 4.533 -2.998
C55 3.118 3.188 -3.537
C56 1.995 2.160 -3.899
C57 1.062 2.792 -4.941
C58 0.035 1.844 -5.539
C59 2.791 1.010 -4.456
O2 3.224 0.955 -5.584
N9 3.122 0.075 -3.505
C60 2.404 -0.224 -2.337
O3 2.779 -1.181 -1.688
N10 1.299 0.538 -2.029
C61 1.185 1.782 -2.641
O4 0.471 2.654 -2.182
H64 3.525 5.122 -2.710
H65 2.006 4.423 -2.130
H66 2.108 5.099 -3.754
H67 3.815 2.726 -2.834
H68 3.675 3.338 -4.465
H69 1.685 3.221 -5.728
H70 0.546 3.613 -4.443
H71 0.510 1.000 -6.039
H72 -0.577 2.365 -6.276
H73 -0.637 1.459 -4.770
H74 3.786 -0.640 -3.769

Results
gap between HOMO and LUMO (alpha / beta) = 6.6 / 7.3 eV
relative energy (zero: lowest compared OMol25 entry of this formula, charge and spin) = 39.1 kcal per mole
spin multiplicity = 3
LUMO energy (alpha / beta) = -0.233 / -0.163 eV


Computed, not measured: a structure of composition C61H79CaN10O6PSbSe in a non-equilibrium geometry, with wB97M-V/def2-TZVPD.

Geometry (Å):
Ca1 1.129 1.446 0.538
O1 1.994 -0.422 3.366
N1 2.161 -1.620 2.699
C1 2.421 -2.539 3.531
C2 2.702 -3.941 3.175
C3 3.408 -4.651 4.144
C4 3.826 -5.954 3.936
C5 3.535 -6.567 2.735
C6 2.793 -5.894 1.773
C7 2.348 -4.587 1.962
P1 1.248 -3.750 0.720
C8 1.004 -5.129 -0.484
C9 -0.149 -5.899 -0.595
C10 -0.254 -6.876 -1.580
C11 0.792 -7.099 -2.461
C12 1.942 -6.323 -2.373
C13 2.038 -5.340 -1.401
C14 -0.312 -3.795 1.687
C15 -1.188 -2.725 1.536
C16 -2.377 -2.679 2.252
C17 -2.704 -3.715 3.111
C18 -1.840 -4.795 3.259
C19 -0.645 -4.833 2.559
H1 1.887 0.269 2.706
H2 2.499 -2.277 4.586
H3 3.646 -4.161 5.081
H4 4.381 -6.480 4.702
H5 3.867 -7.580 2.541
H6 2.555 -6.411 0.856
H7 -0.969 -5.746 0.094
H8 -1.154 -7.476 -1.646
H9 0.714 -7.870 -3.217
H10 2.762 -6.489 -3.061
H11 2.938 -4.735 -1.336
H12 -0.929 -1.911 0.869
H13 -3.038 -1.826 2.155
H14 -3.628 -3.685 3.675
H15 -2.098 -5.611 3.924
H16 0.031 -5.670 2.688
N2 2.722 -0.145 -0.043
C20 3.969 0.626 -0.157
C21 5.228 -0.246 0.093
C22 6.344 -0.156 -0.952
C23 7.234 1.069 -0.742
N3 6.525 2.329 -0.912
C24 6.600 3.152 -1.917
N4 5.886 4.292 -1.874
N5 7.346 2.918 -3.016
C25 3.880 1.826 0.806
O2 4.768 2.709 0.723
O3 2.893 1.866 1.591
H17 2.782 -0.788 0.750
H18 2.564 -0.703 -0.873
H19 3.998 1.053 -1.159
H20 4.880 -1.280 0.127
H21 5.664 -0.026 1.072
H22 5.916 -0.156 -1.960
H23 6.987 -1.034 -0.864
H24 8.111 1.025 -1.389
H25 7.590 1.062 0.289
H26 5.781 2.506 -0.154
H27 5.339 4.491 -1.052
H28 5.876 4.941 -2.638
H29 7.960 2.124 -3.049
H30 7.565 3.681 -3.632
C26 -5.484 1.825 -1.240
C27 -4.069 1.550 -0.746
C28 -3.358 2.870 -0.458
C29 -4.100 0.712 0.532
Sb1 -2.771 0.428 -2.171
C30 -3.059 1.445 -4.147
C31 -2.747 2.928 -3.946
C32 -2.006 0.851 -5.081
C33 -4.450 1.284 -4.748
C34 -3.813 -1.536 -2.444
C35 -3.340 -2.147 -3.760
C36 -5.335 -1.449 -2.429
C37 -3.318 -2.413 -1.295
H31 -6.029 2.383 -0.468
H32 -6.037 0.909 -1.435
H33 -5.484 2.435 -2.145
H34 -3.913 3.417 0.314
H35 -3.299 3.511 -1.338
H36 -2.346 2.703 -0.082
H37 -4.669 1.236 1.308
H38 -3.089 0.545 0.919
H39 -4.576 -0.257 0.371
H40 -1.828 3.069 -3.371
H41 -3.562 3.442 -3.435
H42 -2.610 3.412 -4.921
H43 -1.002 0.941 -4.655
H44 -2.013 1.392 -6.035
H45 -2.192 -0.202 -5.296
H46 -5.219 1.718 -4.110
H47 -4.700 0.237 -4.922
H48 -4.491 1.799 -5.716
H49 -3.697 -1.589 -4.625
H50 -3.729 -3.169 -3.845
H51 -2.250 -2.204 -3.800
H52 -5.713 -0.702 -3.128
H53 -5.708 -1.217 -1.431
H54 -5.757 -2.418 -2.721
H55 -2.229 -2.513 -1.318
H56 -3.750 -3.418 -1.377
H57 -3.595 -2.011 -0.320
C38 1.533 5.070 -1.557
C39 1.041 4.259 -2.763
C40 0.585 2.996 -2.059
O4 1.621 2.739 -1.092
C41 2.226 4.000 -0.720
H58 0.676 5.468 -1.013
H59 2.203 5.888 -1.819
H60 1.868 4.030 -3.440
H61 0.245 4.748 -3.321
H62 0.494 2.117 -2.695
H63 -0.360 3.178 -1.535
H64 3.288 3.932 -0.946
H65 2.097 4.168 0.347
Se1 4.203 1.191 -5.048
N6 3.222 0.096 -6.006
C42 2.300 -0.386 -5.203
C43 1.278 -1.300 -5.582
C44 0.399 -1.665 -4.626
C45 0.522 -1.164 -3.292
N7 1.436 -0.331 -2.874
C46 2.339 0.083 -3.819
N8 3.303 0.943 -3.551
H66 1.226 -1.663 -6.600
H67 -0.401 -2.355 -4.855
H68 -0.178 -1.497 -2.534
O5 -0.152 3.691 0.933
C47 -0.681 3.006 1.824
N9 -1.484 3.459 2.822
C48 -1.799 2.389 3.763
C49 -1.163 1.186 3.012
O6 -1.219 0.032 3.373
N10 -0.548 1.645 1.879
C50 -3.300 2.173 3.931
C51 -4.225 3.058 3.394
C52 -5.587 2.846 3.576
C53 -6.030 1.744 4.289
C54 -5.106 0.854 4.824
C55 -3.747 1.069 4.654
C56 -1.145 2.648 5.120
C57 -1.531 3.785 5.828
C58 -0.958 4.081 7.053
C59 0.007 3.237 7.589
C60 0.390 2.103 6.893
C61 -0.178 1.808 5.658
H69 -1.513 4.431 3.076
H70 -3.887 3.913 2.822
H71 -6.300 3.547 3.160
H72 -7.090 1.576 4.427
H73 -5.446 -0.009 5.383
H74 -3.025 0.374 5.061
H75 -2.301 4.436 5.425
H76 -1.267 4.968 7.591
H77 0.453 3.464 8.549
H78 1.137 1.437 7.307
H79 0.127 0.915 5.127

Results
gap between HOMO and LUMO = 6.2 eV
spin multiplicity = 1
net charge = +1
LUMO energy = -3.425 eV